ORCA calculation (ωB97M-V/def2-TZVPD) on an isolated molecule of C3H7NOS at a distorted geometry.

multiplicity = 1
maximum force = 0.0761 hartree/bohr
HOMO-LUMO gap = 10.24 eV
SMILES = C[C@@H](N)C(=O)S
charge = 0

Last column: Löwdin charge in e.
Geometry (Å):
C: -0.65774 -0.73783 1.06296  -0.037
C: 0.13770 -0.51259 -0.29112  -0.437
C: 1.29299 0.41223 0.01095  -0.710
H: -1.51727 -1.36586 0.93761  0.065
H: -0.06936 -1.38785 1.73807  0.092
H: -0.99007 0.19373 1.49972  0.065
H: 0.57992 -1.47130 -0.48731  0.130
H: -0.13973 0.07212 -2.16029  0.080
H: -1.34513 0.56959 -1.18137  0.062
H: -0.15287 2.22297 -0.11903  -0.157
N: -0.73802 -0.20297 -1.39771  0.051
O: 2.46535 0.01492 0.16298  -0.035
S: 1.13423 2.19286 0.22455  0.833

Forces on the atoms, in the same order (eV/Å):
C 1.0 -0.5 -0.6
C -1.3 -0.7 1.9
C 3.9 0.0 0.5
H -0.7 -0.1 -0.8
H 0.2 1.0 0.0
H 0.2 0.2 0.4
H 0.5 -0.4 -0.3
H -0.2 0.1 -0.5
H -0.3 0.3 0.0
H -0.3 0.3 0.0
N 0.4 0.2 0.2
O -3.1 0.4 -0.4
S -0.4 -0.7 -0.2